{
  "formula": "C29H44BrClN2O3PS3Ta",
  "method": "the ωB97M-V functional and the def2-TZVPD basis",
  "s_squared": 0.755,
  "homo_energy_ev": [-10.02, -10.13],
  "multiplicity": 2,
  "total_charge": 1,
  "lumo_ha": [-0.1019, -0.0957],
  "molar_mass_g_mol": 892.162,
  "e_above_lowest_kj_mol": 3.06,
  "elements": ["Ta", "C", "C", "O", "P", "S", "S", "O", "C", "C", "H", "H", "H", "H", "H", "H", "H", "H", "H", "H", "C", "C", "C", "C", "C", "C", "C", "Br", "C", "O", "C", "C", "C", "C", "C", "C", "H", "H", "H", "H", "H", "H", "H", "H", "H", "H", "H", "H", "H", "H", "H", "H", "H", "H", "H", "H", "S", "C", "N", "C", "C", "C", "N", "H", "H", "H", "H", "H", "H", "H", "H", "Cl", "C", "C", "C", "C", "C", "C", "C", "H", "H", "H", "H", "H", "H"],
  "positions_angstrom": [[-0.75187, -1.31859, 0.56689], [-0.74601, -6.86607, -2.09088], [-1.22257, -6.43839, -0.73029], [-2.18650, -5.35996, -0.89394], [-2.12990, -3.94094, -0.26076], [-1.89621, -2.53503, -1.63243], [-0.65086, -3.76733, 1.11484], [-3.52611, -3.71421, 0.40454], [-3.97783, -4.28555, 1.66030], [-3.74156, -5.76896, 1.80234], [-0.12940, -7.76287, -1.99154], [-0.14952, -6.08380, -2.56454], [-1.59421, -7.10200, -2.73632], [-0.40377, -6.08330, -0.10457], [-1.73964, -7.23476, -0.20505], [-5.04004, -4.07271, 1.66539], [-3.50568, -3.71534, 2.45592], [-4.22104, -6.32618, 0.99443], [-4.18013, -6.08966, 2.75045], [-2.68068, -6.02128, 1.83152], [5.28384, 3.63745, -0.25975], [4.95402, 2.60652, -1.35016], [4.85956, 3.31509, -2.71007], [6.08300, 1.57939, -1.40974], [3.60470, 1.94756, -1.04807], [3.44009, 0.56572, -0.95216], [2.17722, 0.09194, -0.69088], [1.85466, -1.78401, -0.56916], [1.07089, 0.90279, -0.50924], [-0.09924, 0.24893, -0.15330], [1.18638, 2.27051, -0.63070], [2.47448, 2.74130, -0.89267], [0.04922, 3.30104, -0.49287], [-1.34691, 2.67961, -0.36858], [0.30137, 4.16021, 0.75449], [0.03974, 4.19619, -1.74380], [6.22960, 4.13613, -0.49633], [5.38938, 3.15492, 0.71700], [4.51337, 4.41074, -0.18054], [5.82381, 3.76500, -2.96576], [4.11078, 4.11285, -2.69893], [4.59085, 2.60925, -3.50230], [7.02795, 2.09444, -1.59460], [5.93830, 0.86138, -2.22388], [6.18318, 1.03044, -0.46890], [4.26946, -0.12216, -1.06636], [2.59852, 3.81408, -0.97705], [-1.46096, 2.06801, 0.52666], [-1.59380, 2.06530, -1.24192], [-2.07604, 3.49371, -0.31202], [0.22510, 3.56069, 1.66695], [-0.44243, 4.96044, 0.81262], [1.29239, 4.62164, 0.73556], [-0.02021, 3.59501, -2.65673], [0.92735, 4.82879, -1.81322], [-0.82923, 4.85970, -1.71149], [-2.94113, -0.48954, 1.53628], [-4.10239, 0.06882, 0.36690], [-5.13383, 0.75547, 0.85115], [-6.18973, 1.36683, 0.02921], [-5.65426, 1.60859, -1.36876], [-5.02121, 0.33652, -1.89339], [-4.00167, -0.10964, -0.93390], [-5.15834, 0.86694, 1.85139], [-6.48225, 2.29934, 0.50139], [-7.06062, 0.71262, 0.00835], [-4.90552, 2.40487, -1.34593], [-6.46283, 1.92283, -2.02442], [-4.53154, 0.50193, -2.84980], [-5.76983, -0.44641, -2.02728], [-3.31001, -0.78524, -1.22736], [5.79037, 0.72134, 2.73261], [4.10674, 0.26897, 2.71798], [3.13226, 1.24681, 2.63964], [1.79342, 0.86917, 2.64368], [1.40243, -0.46843, 2.72051], [-0.05118, -0.86296, 2.66413], [2.41674, -1.42211, 2.80130], [3.75783, -1.06820, 2.80301], [3.41617, 2.29218, 2.58335], [1.02797, 1.63814, 2.58410], [-0.68311, -0.06531, 3.06436], [-0.22442, -1.75950, 3.27118], [2.15062, -2.47484, 2.86792], [4.53252, -1.82286, 2.87398]],
  "forces_ev_per_a": [[-0.61, 0.23, 0.31], [0.06, -0.12, -0.14], [0.10, 0.12, -0.11], [0.05, -0.51, 0.00], [0.23, 0.07, 0.16], [0.27, 0.31, 0.13], [-0.04, -0.21, 0.16], [-0.45, -0.05, -0.07], [0.01, -0.01, -0.01], [-0.03, -0.11, -0.03], [-0.03, 0.08, -0.03], [-0.06, -0.05, 0.03], [0.08, 0.00, 0.05], [0.00, -0.03, -0.01], [-0.12, -0.08, 0.02], [-0.14, 0.08, 0.03], [0.12, 0.03, 0.11], [0.05, 0.05, 0.06], [0.03, 0.00, -0.08], [0.00, 0.03, 0.01], [0.03, 0.03, 0.06], [-0.09, -0.03, 0.01], [-0.01, 0.04, -0.08], [0.07, -0.07, -0.02], [0.03, 0.02, 0.00], [0.09, 0.06, -0.03], [0.22, -0.34, -0.07], [-0.02, -0.04, 0.05], [-0.79, -0.79, 0.24], [0.90, 1.11, -0.47], [-0.05, 0.59, -0.01], [0.01, 0.17, -0.01], [0.04, -0.15, 0.01], [-0.12, 0.00, -0.08], [0.04, 0.03, 0.05], [0.01, 0.04, -0.06], [-0.11, -0.06, 0.03], [-0.02, 0.03, -0.08], [0.10, -0.08, -0.01], [-0.09, -0.04, 0.03], [0.06, -0.08, 0.00], [0.03, 0.06, 0.07], [-0.04, -0.03, 0.01], [0.00, 0.07, 0.08], [-0.01, 0.04, -0.04], [-0.10, 0.09, 0.01], [0.00, -0.05, -0.01], [0.03, 0.06, -0.02], [0.03, 0.06, 0.10], [0.04, -0.03, -0.02], [0.01, 0.05, -0.09], [0.05, -0.06, 0.00], [-0.09, -0.03, -0.01], [-0.01, 0.06, 0.10], [-0.05, -0.07, 0.01], [0.07, -0.04, 0.00], [0.44, -0.12, -0.09], [-0.26, 0.16, -0.05], [-0.06, 0.04, 0.03], [0.22, -0.13, 0.10], [0.05, 0.09, 0.00], [0.18, -0.05, 0.18], [-0.14, -0.10, -0.09], [-0.01, 0.07, 0.03], [-0.01, 0.08, 0.06], [-0.05, -0.07, -0.01], [-0.05, -0.03, -0.01], [-0.03, 0.02, -0.02], [0.05, 0.00, -0.01], [-0.01, -0.05, 0.01], [0.15, -0.11, -0.16], [-0.11, -0.01, -0.06], [0.09, 0.03, 0.01], [-0.19, 0.07, 0.01], [0.00, 0.12, -0.06], [-0.18, 0.01, -0.11], [0.05, -0.31, -0.31], [0.03, -0.19, 0.06], [-0.02, -0.11, -0.01], [-0.05, -0.08, 0.00], [0.07, -0.04, 0.02], [0.09, 0.01, 0.08], [0.00, 0.12, 0.04], [0.04, 0.09, 0.00], [-0.07, 0.04, 0.00]]
}

{
  "formula": "C29H44BrFeN3P2",
  "method": "the ωB97M-V functional and the def2-TZVPD basis",
  "s_squared": 6.016,
  "homo_energy_ev": [-13.69, -13.88],
  "multiplicity": 5,
  "total_charge": 2,
  "lumo_ha": [-0.2336, -0.2421],
  "molar_mass_g_mol": 632.389,
  "e_above_lowest_kj_mol": 19.03,
  "elements": ["C", "C", "C", "C", "N", "C", "C", "C", "C", "C", "C", "C", "C", "C", "Fe", "P", "H", "H", "H", "H", "H", "H", "H", "H", "C", "C", "H", "H", "H", "H", "H", "C", "C", "H", "H", "H", "H", "H", "C", "C", "H", "H", "H", "H", "H", "Br", "P", "C", "C", "H", "H", "H", "H", "H", "C", "C", "H", "H", "H", "H", "H", "C", "C", "H", "H", "H", "H", "H", "C", "C", "N", "C", "C", "N", "H", "H", "H", "H", "H", "H"],
  "positions_angstrom": [[3.05708, -2.78385, -2.05786], [3.03268, -1.37069, -1.91534], [3.41335, -0.57770, -3.03150], [3.95008, -1.22260, -4.15146], [4.02771, -2.56030, -4.24556], [3.59943, -3.32557, -3.22703], [2.75600, -0.80596, -0.68182], [2.09653, -0.30372, 0.29039], [2.50911, 0.23341, 1.55632], [1.55252, 0.82791, 2.39079], [1.89760, 1.43128, 3.58835], [3.23949, 1.43313, 3.94018], [4.23816, 0.84299, 3.17470], [3.87095, 0.23767, 1.96318], [-0.34843, 0.42857, 0.88566], [-1.08467, -0.61187, -1.63513], [3.35423, 0.50626, -3.00912], [2.73106, -3.43941, -1.25438], [4.31683, -0.64076, -5.01537], [3.67736, -4.41788, -3.35733], [4.64298, -0.20752, 1.32643], [0.42543, 0.91424, 2.20271], [5.26979, 0.87195, 3.53036], [1.13585, 1.88955, 4.20714], [-2.90465, -0.38097, -1.96747], [-3.46143, -0.57054, -3.38346], [-3.12547, 0.64812, -1.63671], [-3.42391, -1.05762, -1.27126], [-4.54593, -0.38647, -3.35816], [-3.03202, 0.13733, -4.10619], [-3.31895, -1.59285, -3.76078], [-0.30652, 0.01578, -3.22406], [-0.18098, -0.86151, -4.47736], [0.70572, 0.30898, -2.90686], [-0.84131, 0.94080, -3.49102], [0.25938, -0.25416, -5.28362], [0.49124, -1.72034, -4.33408], [-1.14653, -1.22562, -4.85889], [-0.75694, -2.42519, -1.77575], [-1.58631, -3.32498, -2.69373], [-0.84893, -2.79588, -0.74507], [0.30678, -2.51382, -2.03936], [-1.23915, -4.36176, -2.57506], [-2.65497, -3.31802, -2.45069], [-1.46919, -3.08640, -3.75796], [3.63808, 2.33380, 5.59762], [-0.32971, 2.90098, -0.14485], [-1.14913, 3.33230, -1.72587], [-1.91877, 4.64955, -1.83154], [-1.83263, 2.49039, -1.93168], [-0.37136, 3.29565, -2.50509], [-2.39907, 4.68246, -2.81982], [-2.71094, 4.73018, -1.07654], [-1.26224, 5.52723, -1.76436], [-1.27907, 3.57485, 1.27840], [-0.96671, 4.97144, 1.81532], [-1.12434, 2.84672, 2.09871], [-2.34442, 3.49854, 1.00804], [-1.58516, 5.13103, 2.71200], [0.08482, 5.07141, 2.11914], [-1.21789, 5.76666, 1.10006], [1.38196, 3.55509, -0.23638], [1.63569, 4.92665, -0.86773], [1.93338, 2.79260, -0.81257], [1.79696, 3.51609, 0.78143], [2.70760, 5.15143, -0.78269], [1.39174, 4.94779, -1.93706], [1.09590, 5.73902, -0.36645], [-0.10632, -2.13649, 3.19745], [-1.36134, -1.38896, 2.95366], [-1.57196, -0.53683, 1.93129], [-2.94494, -0.19666, 1.92856], [-3.50193, -0.76157, 3.02735], [-2.49360, -1.50060, 3.64915], [0.50416, -1.58839, 3.93326], [-0.33017, -3.15029, 3.56165], [0.44829, -2.19552, 2.24570], [-3.40537, 0.37081, 1.12248], [-4.50137, -0.68678, 3.43220], [-2.58614, -2.04106, 4.52017]],
  "forces_ev_per_a": [[0.61, 0.35, -0.20], [0.96, -1.04, -1.90], [0.41, -0.57, 0.21], [-0.49, -0.27, 0.06], [0.10, 0.13, 0.42], [-0.37, 0.36, -0.28], [-4.04, 1.67, 2.49], [2.82, -1.45, -2.42], [0.07, 0.57, 0.95], [-0.23, 0.21, 0.34], [0.12, -0.19, -0.40], [-0.09, 0.66, 1.25], [-0.37, -0.20, -0.46], [-0.29, 0.34, 0.45], [0.67, 0.34, -4.93], [-0.35, -0.23, -1.17], [0.09, -0.14, 0.17], [0.12, 0.20, -0.04], [-0.26, -0.41, 0.54], [-0.03, 0.68, 0.03], [-0.44, 0.13, 0.22], [2.00, 0.50, 1.52], [-0.32, -0.07, -0.27], [0.20, 0.02, 0.07], [0.12, 0.00, 0.30], [-0.17, -0.11, -0.15], [-0.02, -0.28, 0.01], [0.06, 0.19, -0.07], [0.32, -0.03, -0.04], [-0.05, -0.22, 0.24], [0.01, 0.41, 0.12], [0.23, 0.47, 0.50], [-0.07, -0.15, -0.23], [-0.17, 0.13, -0.17], [0.19, -0.17, 0.18], [-0.10, -0.15, 0.29], [-0.25, 0.20, 0.07], [0.35, 0.13, 0.24], [0.03, -0.10, 0.56], [-0.05, -0.28, -0.26], [0.10, -0.09, -0.14], [-0.16, 0.09, 0.13], [-0.11, 0.27, 0.03], [0.23, 0.07, 0.00], [-0.06, 0.03, 0.37], [0.10, -0.46, -0.72], [0.22, -1.05, 0.54], [-0.20, -0.34, -0.19], [-0.05, 0.20, -0.12], [0.20, 0.31, -0.01], [-0.13, -0.10, 0.26], [0.08, 0.05, 0.31], [0.22, 0.02, -0.15], [-0.16, -0.26, 0.10], [-0.02, 0.22, 0.19], [-0.19, 0.24, 0.22], [-0.09, 0.27, -0.26], [0.24, -0.03, 0.01], [0.25, 0.08, -0.26], [-0.27, -0.02, -0.17], [0.15, -0.26, 0.14], [0.16, -0.02, 0.06], [0.12, 0.24, 0.03], [-0.16, 0.13, 0.21], [-0.11, -0.03, -0.15], [-0.27, -0.02, -0.05], [-0.05, -0.04, 0.26], [0.05, -0.23, -0.10], [0.31, 0.21, 0.09], [-0.51, 0.71, -0.62], [-1.77, -1.43, 0.93], [0.60, -0.28, 0.62], [0.09, -0.03, 0.09], [-0.48, -0.15, 0.43], [-0.04, -0.39, -0.18], [0.19, 0.38, -0.10], [-0.11, -0.10, 0.47], [0.24, -0.03, 0.41], [0.16, -0.17, -0.10], [-0.05, 0.37, -0.78]]
}

{
  "formula": "C29H44ClN5O3SSn",
  "method": "the ωB97M-V functional and the def2-TZVPD basis",
  "homo_energy_ev": [0.86, 2.20],
  "multiplicity": 1,
  "total_charge": -2,
  "lumo_ha": [0.1522, 0.1520],
  "molar_mass_g_mol": 696.934,
  "e_above_lowest_kj_mol": 75.78,
  "elements": ["Sn", "Cl", "C", "C", "N", "H", "N", "H", "C", "C", "C", "H", "H", "H", "H", "H", "H", "C", "H", "H", "H", "C", "C", "H", "H", "C", "H", "C", "H", "H", "H", "H", "H", "C", "H", "C", "N", "H", "N", "H", "C", "C", "C", "H", "H", "H", "H", "H", "H", "C", "H", "H", "H", "C", "C", "H", "H", "C", "H", "C", "H", "H", "H", "H", "H", "C", "H", "C", "O", "C", "N", "S", "O", "O", "C", "C", "C", "C", "C", "C", "H", "H", "H", "H"],
  "positions_angstrom": [[0.06337, 0.45198, 1.27436], [0.58064, 0.92348, -1.20428], [1.90759, 2.54978, 4.53023], [0.90279, 2.00293, 2.61830], [2.04949, 1.90977, 3.32719], [0.19132, 3.66065, 5.33141], [0.08096, 2.78725, 3.35403], [2.68362, 2.57755, 5.27468], [3.22716, 1.13394, 2.89194], [4.39578, 1.58139, 3.74843], [2.96071, -0.35675, 3.09311], [4.22557, 1.36536, 4.80947], [5.28541, 1.03491, 3.42860], [4.57601, 2.65553, 3.62239], [4.46039, 0.96758, 1.15287], [3.61925, 2.52473, 1.30194], [2.24970, -0.77647, 2.37325], [3.50958, 1.44148, 1.42568], [2.59960, -0.55180, 4.11086], [3.90150, -0.90340, 2.95872], [2.73231, 1.08919, 0.74275], [0.67653, 3.09697, 4.55464], [-2.21268, 1.90480, 3.23390], [-2.34246, 1.76127, 4.31310], [-3.18850, 2.10263, 2.77975], [-1.30151, 3.10200, 2.95515], [-2.03681, 4.28340, 1.28757], [-1.76234, 4.27997, 3.79303], [-1.11618, 5.14792, 3.63671], [-1.87045, 0.93939, 2.83151], [-1.63185, 2.62604, 0.80562], [-1.77925, 4.03744, 4.86471], [-2.77972, 4.54484, 3.49751], [-1.32059, 3.45978, 1.44993], [-0.33496, 3.80594, 1.11336], [-0.45121, -2.86834, -4.92110], [-0.00353, -2.77099, -3.60487], [-2.38959, -2.17237, -5.76062], [-1.98800, -1.92579, -3.64536], [0.16730, -3.26321, -5.70242], [1.40915, -2.82038, -3.18220], [2.08398, -4.04484, -3.75913], [2.06673, -1.53008, -3.67336], [2.12679, -4.03206, -4.85352], [3.11387, -4.07088, -3.38871], [1.59387, -4.96754, -3.43338], [2.43780, -2.80893, -1.30320], [0.88126, -3.68750, -1.26358], [1.57865, -0.66489, -3.21697], [1.40628, -2.81779, -1.66524], [2.00640, -1.45336, -4.76426], [3.11576, -1.51804, -3.36886], [0.91305, -1.92034, -1.28590], [-1.70130, -2.33326, -4.94813], [-2.39246, 0.45781, -3.56081], [-2.20780, 0.54739, -4.63732], [-3.09735, 1.23768, -3.25802], [-2.97986, -0.91528, -3.23338], [-3.68647, -0.23900, -1.30757], [-4.29993, -1.11807, -3.94614], [-4.74312, -2.09371, -3.72256], [-1.45840, 0.62160, -3.01495], [-2.09195, -1.02613, -1.27783], [-4.20966, -1.00176, -5.03153], [-4.99700, -0.34935, -3.58810], [-3.09134, -1.05716, -1.72502], [-3.54920, -2.01549, -1.45473], [-0.95289, -2.21789, -2.84555], [-0.23567, -0.95801, 3.56925], [-0.72427, -1.96171, 2.96893], [-1.02488, -1.90091, 1.65235], [-1.82624, -3.23686, 1.04214], [-3.21949, -2.94101, 0.78675], [-1.05560, -3.91845, 0.02699], [-1.63257, -4.10282, 2.57885], [-1.93664, -5.43396, 2.84851], [-1.66873, -5.93000, 4.13475], [-1.10766, -5.09833, 5.11527], [-0.78216, -3.77805, 4.81911], [-1.03095, -3.29796, 3.52863], [-2.35442, -6.05100, 2.06316], [-1.91719, -6.96656, 4.37312], [-0.92274, -5.49496, 6.11906], [-0.34939, -3.10153, 5.55506]],
  "forces_ev_per_a": [[-1.09, -2.53, -1.18], [0.45, 0.68, -1.06], [0.33, 0.17, 0.52], [0.97, 1.81, 0.36], [-0.64, 0.02, 0.04], [0.12, -0.02, -0.03], [0.44, -0.63, 0.25], [-0.16, 0.07, 0.01], [-0.29, -0.33, -0.17], [0.35, 0.01, 0.09], [0.41, -0.41, 0.35], [0.14, -0.04, -0.20], [-0.03, 0.07, 0.06], [0.03, -0.11, 0.07], [-0.14, 0.01, -0.03], [0.01, -0.06, -0.09], [-0.07, 0.29, 0.22], [0.36, 0.30, -0.02], [-0.07, 0.00, -0.25], [0.06, 0.07, 0.02], [0.02, -0.04, 0.15], [-0.13, 0.21, 0.29], [-0.43, -0.27, 0.39], [-0.02, 0.09, -0.04], [-0.02, 0.03, 0.10], [-0.15, -0.42, -0.44], [0.12, -0.14, 0.07], [-0.19, 0.28, 0.19], [-0.03, 0.04, 0.00], [0.04, 0.51, 0.08], [0.26, 0.13, 0.34], [-0.06, 0.05, -0.28], [0.08, -0.01, 0.03], [-0.23, 0.59, -0.13], [-0.24, -0.12, 0.05], [-0.23, 0.33, -0.02], [-0.75, -0.21, -1.15], [0.09, -0.16, -0.13], [0.54, -0.76, -1.09], [-0.07, -0.12, -0.28], [-0.50, 0.43, 0.28], [0.34, -0.34, 0.05], [0.11, -0.02, -0.10], [-0.04, 0.03, 0.06], [-0.05, -0.03, -0.08], [-0.05, 0.13, -0.03], [0.10, -0.09, -0.04], [0.02, 0.17, 0.01], [-0.02, -0.10, -0.04], [0.29, -0.17, 0.35], [0.06, 0.03, 0.01], [0.05, 0.01, -0.06], [0.03, -0.21, -0.03], [0.23, 0.15, -0.07], [-0.07, 0.14, -0.13], [0.02, 0.06, 0.02], [0.00, 0.01, -0.05], [0.55, 0.01, 0.46], [-0.09, -0.05, -0.07], [-0.41, 0.05, 0.06], [0.14, 0.04, -0.03], [-0.08, -0.12, -0.05], [-0.34, 0.02, -0.06], [0.01, -0.02, 0.06], [0.08, -0.14, -0.10], [-0.44, 0.04, 0.31], [0.13, 0.22, 0.05], [0.41, 0.83, 1.70], [0.27, 0.41, 0.28], [-0.67, -2.03, 0.27], [-1.06, -0.50, -1.93], [1.97, 1.05, 3.35], [-0.21, -0.11, -0.60], [-0.45, 0.01, -0.60], [-1.23, -2.61, -1.16], [0.29, 1.15, -0.05], [-0.51, -1.21, -0.55], [0.56, 1.26, 0.64], [-0.18, -0.95, 0.79], [1.05, 3.10, 0.29], [-0.09, -0.14, 0.04], [0.08, 0.21, -0.04], [-0.03, 0.13, -0.25], [-0.03, -0.19, -0.05]]
}

| no. | E (a.u.) |
| --- | --- |
| 1 | -6093.8355 |
| 2 | -5815.5302 |
| 3 | -2703.5259 |